48
Properties=species:S:1:pos:R:3:lowdin_spin:R:1 method="wB97M-V/def2-TZVPD" spin_multiplicity=2 lumo_energy_ev="-2.7 / -3.0" homo_ev="-8.0 / -8.0" homo_lumo_gap_ev="5.39 / 5.07"
W 0.74 0.26 0.91 -0.024
Te -4.28 -0.86 0.26 0.239
C -2.62 4.68 0.33 0.000
C -2.99 2.43 1.02 0.001
C 1.43 0.73 -1.98 0.009
C -0.16 -3.27 0.10 -0.001
N -1.02 -2.57 0.86 -0.002
C 2.82 -1.19 -2.42 0.000
Cl 4.91 -1.18 -4.11 0.000
H 0.58 -5.17 -0.49 0.000
C 1.75 -0.61 -1.77 0.008
O 1.27 -3.30 -1.72 0.001
C 3.23 0.89 -3.56 0.000
C 2.18 1.48 -2.88 0.000
H -1.01 4.87 -1.10 0.000
Cl 4.14 1.86 -4.66 0.000
F 0.43 2.13 4.05 0.000
O 0.10 3.17 -2.31 0.003
C -0.16 2.42 -1.38 0.003
Se -0.94 0.03 2.69 0.002
H 1.96 2.52 -3.05 0.000
N 0.40 1.21 -1.14 0.021
C -1.28 2.87 -0.47 0.000
H -2.43 -2.61 2.37 0.002
F 2.21 1.41 5.61 -0.001
Se -1.88 -0.71 -2.27 0.734
F 2.48 0.59 0.33 -0.001
C -0.07 -4.65 0.20 0.000
C -3.34 3.76 1.09 0.000
H 3.12 -2.20 -2.22 0.000
Te -1.71 -0.34 0.17 -0.018
Sb 1.27 0.41 4.24 -0.003
H -2.87 5.73 0.35 0.000
C -1.74 -3.21 1.79 0.001
C 3.57 -0.44 -3.32 0.000
C -0.80 -5.30 1.18 0.000
N 0.92 -1.23 -0.80 0.019
N -1.97 2.00 0.27 -0.002
H -3.54 1.68 1.57 0.004
H -2.20 -5.02 2.80 0.000
C -1.59 4.22 -0.47 0.000
H -0.71 -6.37 1.30 0.000
F 0.71 2.07 1.22 0.001
C -1.63 -4.56 2.01 0.000
C 0.77 -2.58 -0.88 0.004
H -4.16 4.07 1.72 0.000
F 2.42 1.02 2.79 -0.001
F 1.65 -1.16 1.75 0.000